Here is C17H15F4NO3 in the gas phase from OMol25. Energies are from ωB97M-V/def2-TZVPD.

## Properties
LUMO: 0.016 Eh
Structure (SMILES): COCCOc1ccc(C(F)(F)F)cc1NC(=O)c1ccccc1F
Kohn-Sham gap: 9.1 eV
Electronic energy: -36375.52567 eV

Structure (XYZ):
```
40
Properties=species:S:1:pos:R:3:forces:R:3:nbo_charge:R:1
C -1.696 0.819 2.814 -0.0548 -0.0064 0.0277 -0.2574
H -2.002 -0.225 2.926 -0.0232 0.0118 0.0188 0.1729
O -0.559 0.948 1.989 -0.0266 0.0284 -0.1114 -0.5461
C 0.652 0.539 2.577 0.2010 -0.3931 -0.0136 -0.0954
C 0.765 -0.986 2.752 -0.1219 0.6727 0.2541 -0.0898
O 0.472 -1.658 1.544 0.0371 -0.2337 -0.4242 -0.5214
C 1.431 -1.608 0.555 0.1119 0.0902 -0.2447 0.2453
C 2.661 -2.227 0.698 -0.1981 0.0727 0.0503 -0.2445
C 3.572 -2.221 -0.344 -0.0089 0.1096 -0.2132 -0.1902
C 3.235 -1.594 -1.535 0.0329 -0.1213 0.0901 -0.1440
C 2.011 -0.960 -1.696 0.1116 -0.0469 -0.0428 -0.2239
C 1.098 -0.954 -0.648 0.4334 -0.2033 0.1071 0.1911
N -0.131 -0.319 -0.689 -0.3502 -0.0348 0.3422 -0.6235
C -0.666 0.419 -1.700 -0.0131 -0.1713 0.2921 0.6711
O -0.144 0.590 -2.781 0.0974 0.0868 -0.1739 -0.5985
C -1.974 1.063 -1.361 -0.2455 -0.0170 0.0177 -0.2315
C -2.944 0.520 -0.525 -0.0554 0.2449 -0.1326 0.4782
C -4.142 1.166 -0.277 0.0558 -0.1187 0.0654 -0.3128
C -4.388 2.391 -0.872 0.0588 -0.0634 0.0031 -0.1760
C -3.445 2.949 -1.721 0.0142 0.0761 -0.0433 -0.2312
C -2.259 2.286 -1.966 -0.0116 -0.0949 0.0767 -0.1355
H -1.520 2.698 -2.636 0.0647 0.0071 -0.0578 0.2389
H -3.639 3.899 -2.194 -0.0056 0.0840 -0.0418 0.2202
H -5.319 2.902 -0.679 -0.0846 0.0343 0.0185 0.2194
H -4.866 0.699 0.371 -0.0530 -0.0732 0.0558 0.2304
F -2.754 -0.684 0.060 0.0288 0.0793 0.0026 -0.3354
H -0.616 -0.348 0.204 -0.0146 0.1418 -0.2764 0.4406
H 1.762 -0.468 -2.623 -0.0123 -0.0126 0.0155 0.2719
C 4.228 -1.555 -2.661 0.2846 0.1028 -0.1559 0.9745
F 5.106 -2.571 -2.618 0.0077 -0.2088 0.1944 -0.3265
F 3.657 -1.599 -3.871 -0.2869 0.0109 -0.0685 -0.3192
F 4.970 -0.428 -2.637 -0.0396 0.1539 0.1153 -0.3286
H 4.528 -2.709 -0.236 0.0678 -0.0502 0.0052 0.2303
H 2.901 -2.729 1.623 -0.0304 -0.0624 0.1056 0.2220
H 1.768 -1.228 3.120 -0.0849 -0.0228 -0.0087 0.1827
H 0.025 -1.350 3.467 0.1256 0.0102 -0.0043 0.1952
H 0.796 1.022 3.554 0.0353 -0.0153 -0.0635 0.1762
H 1.430 0.884 1.889 0.0136 -0.0256 0.1313 0.2007
H -2.492 1.375 2.320 -0.0480 -0.0486 0.0795 0.2003
H -1.514 1.251 3.804 -0.0127 0.0070 0.0080 0.1695
```
Forces are in eV/Å.